(1)
Below is 3 unconnected molecules or ions with the total composition C22H47F3N3O8P2, with properties calculated with ωB97M-V/def2-TZVPD.

Last column: Mulliken charge in e.
Cartesian coordinates (Å):
C: -3.0495 0.1206 1.2126  -0.805
C: -1.8896 0.9611 0.7767  -0.165
C: -1.6350 2.5322 1.2208  -0.510
C: -0.8168 2.7258 2.6216  0.234
C: -0.7671 1.2878 3.4743  -0.748
N: -0.1357 1.4274 4.8437  -0.308
C: 1.2086 2.1055 4.6981  0.064
N: 2.3992 1.6676 5.2646  -0.325
N: 1.2597 3.3991 3.9176  -0.215
C: 0.7339 3.2195 2.4844  0.108
C: 0.9894 4.5274 1.5375  -0.636
C: 1.1362 5.9555 2.3309  -0.759
C: -0.2879 6.7207 2.6428  0.819
F: -0.6532 6.7503 4.0889  -0.267
F: -1.4579 6.1744 1.9181  -0.238
F: -0.1001 8.1672 2.2475  -0.271
H: -4.1699 0.5180 1.2261  0.242
H: -2.7850 -0.9803 1.5830  0.239
H: -1.0916 0.5118 0.0129  0.228
H: -2.7243 2.9872 1.4021  0.308
H: -1.1827 3.0697 0.2866  0.266
H: -1.3857 3.4814 3.3335  0.338
H: -1.8815 0.9255 3.6176  0.358
H: -0.1762 0.4445 2.9120  0.246
H: -0.7466 2.1292 5.3504  0.409
H: 3.0560 1.1379 4.6253  0.271
H: 2.6655 1.9164 6.2527  0.270
H: 2.2138 3.8245 3.8897  0.399
H: 1.3530 2.3148 2.0313  0.144
H: 0.2158 4.6901 0.6756  0.238
H: 2.0386 4.3453 0.9966  0.404
H: 1.7330 6.6799 1.5924  0.357
H: 1.8068 5.9053 3.3075  0.312
O: -3.5740 -1.6871 -6.4215  -0.695
P: -3.4762 -0.9537 -5.0613  0.884
O: -2.1451 -0.0594 -5.4781  -0.313
C: -2.2976 0.9995 -6.4054  -0.327
C: -3.0967 2.1494 -5.8177  -0.952
O: -2.6585 -2.1800 -4.2834  -0.290
C: -2.7314 -3.5114 -4.7758  -0.379
C: -1.6357 -3.7923 -5.7905  -1.001
O: -3.3670 -0.1344 -3.5415  -0.163
C: -4.5413 0.5034 -3.0663  -0.056
C: -5.7998 -0.3247 -3.2377  -1.261
H: -2.7579 0.6317 -7.3270  0.270
H: -1.2933 1.3548 -6.6556  0.328
H: -4.1481 1.8632 -5.7150  0.223
H: -3.0512 3.0276 -6.4668  0.447
H: -2.7250 2.4183 -4.8264  0.179
H: -3.7263 -3.7148 -5.1863  0.344
H: -2.6077 -4.1862 -3.9209  0.346
H: -1.5274 -2.9911 -6.5273  0.280
H: -1.8342 -4.7277 -6.3220  0.335
H: -0.6659 -3.8768 -5.2872  0.263
H: -4.6526 1.4704 -3.5609  0.240
H: -4.3869 0.7062 -2.0015  0.198
H: -6.0143 -0.5165 -4.2938  0.388
H: -6.6605 0.1999 -2.8107  0.397
H: -5.6970 -1.2950 -2.7421  0.307
O: 2.3531 -1.7948 1.5816  -0.565
P: 3.2304 -3.0636 1.4469  0.901
O: 4.6477 -2.2973 1.8338  -0.385
C: 4.8629 -1.8970 3.1746  -0.146
C: 5.0604 -3.0910 4.0919  -1.078
O: 3.3935 -2.9631 -0.2087  -0.337
C: 2.4453 -2.2342 -0.9766  -0.297
C: 2.8465 -0.7757 -1.1212  -0.989
O: 4.2107 -4.4811 1.2963  -0.262
C: 3.7963 -5.6316 2.0148  -0.150
C: 2.3050 -5.8955 1.9407  -1.160
H: 4.0360 -1.2692 3.5192  0.039
H: 5.7702 -1.2853 3.1858  0.414
H: 4.1136 -3.6236 4.2254  0.228
H: 5.4062 -2.7718 5.0784  0.457
H: 5.7825 -3.7937 3.6703  0.247
H: 1.4427 -2.3386 -0.5481  0.264
H: 2.4039 -2.6932 -1.9712  0.345
H: 3.1725 -0.3321 -0.1760  0.214
H: 2.0132 -0.1845 -1.5125  0.324
H: 3.6935 -0.6822 -1.8102  0.321
H: 4.1150 -5.5419 3.0553  0.205
H: 4.3339 -6.4854 1.5896  0.346
H: 1.7296 -5.0818 2.3935  0.371
H: 2.0560 -6.8190 2.4732  0.389
H: 1.9783 -5.9894 0.9004  0.301

Summary:
net charge	+1
HOMO energy	-11.2	eV
HOMO-LUMO gap	5.5	eV
total energy	-2614.31818	hartree
LUMO level	-5.72	eV



(2)
Below is 6 unconnected molecules or ions with the total composition C22H47N2O15S, with properties calculated with ωB97M-V/def2-TZVPD.

Last column: Mulliken charge in e.
Cartesian coordinates (Å):
C: 8.0274 0.7043 -1.4421  -0.643
N: 7.0569 0.4944 -2.6035  -0.354
C: 6.0298 1.6408 -2.5598  -1.054
C: 4.6723 1.2208 -1.6938  0.957
C: 3.9108 0.0571 -2.5606  -1.058
N: 2.4083 0.0080 -2.3936  -0.018
C: 1.7101 1.3509 -2.4984  -0.567
C: 2.1773 2.2021 -1.1365  -0.366
C: 3.7708 2.5494 -1.3644  -0.363
S: 3.9288 3.9417 -2.6161  -0.193
H: 7.4703 0.2918 -0.4775  0.174
H: 9.0442 0.1471 -1.6433  0.319
H: 8.2923 1.8525 -1.2930  0.231
H: 7.6639 0.5723 -3.4581  0.286
H: 6.4927 2.6628 -2.2225  0.232
H: 5.6649 1.7561 -3.6899  0.391
H: 5.0878 0.7907 -0.6607  0.131
H: 4.3203 -0.9923 -2.1651  0.231
H: 4.2471 0.0963 -3.7051  0.324
H: 2.0818 -0.4294 -1.4951  0.354
H: 2.0192 -0.5992 -3.1766  0.402
H: 2.0013 1.9520 -3.4874  0.382
H: 0.5410 1.2441 -2.4909  0.325
H: 1.4988 3.1352 -0.9274  -0.001
H: 2.1393 1.4696 -0.1948  0.301
H: 4.1718 2.9736 -0.3234  0.381
H: 5.2589 4.3882 -2.7362  0.185
C: 2.1219 -6.5235 -0.2096  -0.599
O: 3.1482 -5.6280 0.2133  -0.309
C: 2.7331 -4.3490 0.3953  0.766
O: 1.5971 -3.9333 0.2297  -0.552
O: 3.8012 -3.6127 0.7934  -0.315
C: 3.5110 -2.2355 1.0245  -0.160
H: 2.5655 -7.5164 -0.3236  0.216
H: 1.3290 -6.5850 0.5427  0.293
H: 1.7153 -6.2149 -1.1782  0.292
H: 2.7738 -2.1255 1.8262  0.356
H: 3.1599 -1.7554 0.1053  -0.227
H: 4.4358 -1.7433 1.3379  0.264
C: -2.6522 -0.9368 -1.5764  -0.607
O: -2.6618 0.4893 -1.5980  -0.223
C: -3.8661 1.0440 -1.3095  0.672
O: -4.8912 0.4354 -1.0457  -0.534
O: -3.7321 2.3931 -1.3653  -0.258
C: -4.9296 3.1139 -1.0812  -0.535
H: -1.6405 -1.2718 -1.8210  0.128
H: -2.9065 -1.3095 -0.5789  0.315
H: -3.3391 -1.3389 -2.3281  0.318
H: -5.2749 2.9032 -0.0639  0.261
H: -5.7075 2.8738 -1.8130  0.321
H: -4.7066 4.1819 -1.1543  0.150
C: -1.1008 5.5029 -0.5896  -0.294
O: -1.1103 6.9290 -0.6113  -0.329
C: -2.3146 7.4837 -0.3227  0.744
O: -3.3398 6.8751 -0.0589  -0.527
O: -2.1806 8.8328 -0.3785  -0.326
C: -3.3781 9.5536 -0.0944  -0.596
H: -0.0890 5.1679 -0.8343  0.055
H: -1.3551 5.1302 0.4078  0.190
H: -1.7877 5.1008 -1.3414  0.266
H: -3.7234 9.3430 0.9228  0.285
H: -4.1561 9.3135 -0.8263  0.287
H: -3.1551 10.6216 -0.1676  0.224
C: 0.9363 -11.2557 2.2563  -0.594
O: -0.4843 -11.2404 2.3813  -0.297
C: -1.1038 -10.3211 1.5987  0.778
O: -0.5548 -9.5445 0.8329  -0.535
O: -2.4399 -10.4154 1.8160  -0.304
C: -3.2244 -9.5003 1.0535  -0.603
H: 1.3263 -12.0274 2.9258  0.223
H: 1.2311 -11.5073 1.2324  0.280
H: 1.3607 -10.2925 2.5572  0.270
H: -3.0960 -9.6817 -0.0184  0.282
H: -2.9663 -8.4669 1.3063  0.280
H: -4.2756 -9.6640 1.3065  0.222
C: -7.3462 2.2761 5.4915  -0.601
O: -6.1559 3.0608 5.4495  -0.327
C: -5.6106 3.1822 4.2129  0.734
O: -6.0478 2.6896 3.1848  -0.552
O: -4.4944 3.9465 4.3186  -0.320
C: -3.8109 4.1605 3.0852  -0.562
H: -7.6951 2.2464 6.5274  0.222
H: -8.1301 2.7305 4.8771  0.287
H: -7.1438 1.2503 5.1669  0.287
H: -4.4534 4.6903 2.3746  0.303
H: -3.4672 3.2101 2.6643  0.301
H: -2.9353 4.7835 3.2877  0.221

Summary:
net charge	+1
HOMO energy	-12.3	eV
HOMO-LUMO gap	9.2	eV
total energy	-2502.41468	hartree
LUMO level	-3.10	eV